This record from the Open Molecules 2025 dataset describes 4 unconnected molecules or ions with the total composition C36H43N2O18 at a distorted geometry. The level of theory is ωB97M-V/def2-TZVPD.

Properties
charge = +1
M = 791.74 g mol⁻¹
maximum force = 1.91 eV Å⁻¹
gap between HOMO and LUMO = 6.83 eV
HOMO = -0.4037 hartree

XYZ file:
```
99
C36H43N2O18, DFT ωB97M-V/def2-TZVPD
C 4.82579 0.97318 3.51031
C 5.23798 0.11992 2.29628
O 4.54587 0.44064 1.09142
C 3.18408 0.10254 1.13417
C 2.88445 -1.38732 0.79436
O 1.85402 -1.56714 -0.17300
C 0.55863 -1.63979 0.42307
C -0.01907 -0.22053 0.42056
O -1.46364 -0.19883 0.47118
C -1.88770 1.03169 -0.08127
C -3.25274 1.42955 0.42217
N -4.08237 0.56095 1.01141
C -5.30700 0.87933 1.43272
C -6.23633 -0.14868 2.06268
C -7.17602 -0.84304 1.02407
C -8.66019 -0.55630 1.43095
N -8.98317 -1.03699 2.77389
C -5.78005 2.16018 1.27316
C -4.95443 3.13041 0.69746
C -5.42667 4.58243 0.54785
O -5.26641 5.29025 1.51179
O -6.00558 5.01849 -0.58487
C -3.66907 2.73654 0.27224
C -2.78343 3.83511 -0.35462
O -2.42366 4.85718 0.54335
C -2.08538 4.37632 1.84408
H 5.58566 0.97187 4.30178
H 4.50287 1.98623 3.24358
H 3.94344 0.48791 3.96883
H 5.17041 -0.96602 2.47382
H 6.29835 0.33785 2.09672
H 2.67639 0.35387 2.08261
H 2.68859 0.70851 0.35592
H 3.80136 -1.79123 0.33335
H 2.72734 -1.97408 1.71208
H 0.60894 -2.10563 1.41763
H -0.02151 -2.31594 -0.22397
H 0.38816 0.42481 1.21839
H 0.26856 0.22654 -0.54759
H -1.18314 1.80970 0.25893
H -1.84802 0.97830 -1.18293
H -3.77927 -0.40084 1.15637
H -6.79674 0.39190 2.83547
H -5.60002 -0.88385 2.57777
H -7.02379 -1.92598 1.14524
H -6.97157 -0.52403 -0.00752
H -9.36270 -1.03781 0.73888
H -8.77370 0.53800 1.44635
H -8.57049 -1.93940 2.97886
H -8.73760 -0.38154 3.50280
H -6.78243 2.44746 1.58466
H -5.76615 4.46232 -1.34078
H -3.39911 4.28662 -1.15127
H -1.89178 3.42618 -0.85181
H -1.42108 5.11606 2.31136
H -1.50149 3.43828 1.80240
H -2.96678 4.27377 2.49579
C 3.33198 -5.38227 -0.47478
C 3.96555 -6.12600 -1.39374
C 5.25900 -6.82305 -1.08314
O 5.78142 -7.49915 -1.94564
C 5.83009 -6.64839 0.24735
C 5.19646 -5.90299 1.15962
C 3.89190 -5.22984 0.85695
O 3.35091 -4.57668 1.73434
O 5.68673 -5.71664 2.38781
O 3.48813 -6.28831 -2.62285
H 2.39974 -4.87641 -0.68450
H 6.76994 -7.14026 0.45503
H 5.04197 -5.14667 2.84631
H 4.12535 -6.86492 -3.08979
C 1.26030 9.57129 2.49958
C 0.30072 8.79374 3.01525
C 0.43007 7.30058 3.04394
O -0.46822 6.64191 3.54327
C 1.62348 6.70221 2.46849
C 2.58395 7.47847 1.94869
C 2.46792 8.97487 1.94342
O 3.37789 9.62828 1.47504
O 3.68906 6.97060 1.41129
O -0.82007 9.30081 3.53172
H 1.17947 10.64885 2.47511
H 1.69687 5.62368 2.48034
H 4.21655 7.73731 1.11327
H -1.34362 8.53660 3.83606
C 2.74829 -6.18368 -8.61786
C 3.52001 -6.59112 -7.60263
C 3.08162 -6.44562 -6.17621
O 3.81405 -6.84970 -5.29216
C 1.79448 -5.81968 -5.91139
C 1.02487 -5.40948 -6.92629
C 1.44975 -5.57856 -8.35451
O 0.69987 -5.20249 -9.23458
O -0.16008 -4.82923 -6.72939
O 4.71526 -7.14753 -7.80068
H 3.05139 -6.28470 -9.65040
H 1.49924 -5.70569 -4.87755
H -0.50795 -4.63353 -7.62062
H 5.06507 -7.35250 -6.91330
```

---

This record from the Open Molecules 2025 dataset describes a molecular structure, C36H44AlBr3Cl3CsF3KN2O9P2S at a distorted geometry. The level of theory is ωB97M-V/def2-TZVPD.

Properties
M = 1344.82 g mol⁻¹
maximum force = 5.35 eV Å⁻¹
gap between HOMO and LUMO = 2.26 eV
HOMO = -0.2136 hartree

XYZ file:
```
106
C36H44AlBr3Cl3CsF3KN2O9P2S, DFT ωB97M-V/def2-TZVPD
C -0.70547 -2.04431 0.26443
C -1.05560 -1.50495 -1.21382
C -1.18022 0.08008 -1.33109
C -1.21355 -2.36591 -2.36626
C -1.59845 -3.92974 -2.31209
C -0.40043 -4.90295 -2.78790
C 0.62144 -5.09820 -1.57250
C 0.07245 -6.07723 -0.43240
C 2.04219 -5.53543 -2.17927
C 2.72512 -4.17283 -2.74312
C 4.22913 -3.96838 -2.28187
C 4.88846 -2.87894 -3.28212
C 6.21434 -2.38869 -2.51089
Cl 7.65963 -3.53218 -2.66612
C 6.60252 -0.84765 -2.56747
C 6.82786 -0.26890 -4.04365
C 5.48544 0.49287 -4.45347
F 5.06284 1.66796 -3.78632
C 4.63330 0.02794 -5.45563
F 3.67718 0.89835 -5.99913
F 4.72430 -1.27679 -5.96215
C 5.57121 -2.49786 -1.01999
N 4.53447 -3.31012 -0.97742
P 3.80238 -3.42796 0.62805
O 2.67420 -4.65810 0.77859
O 5.07644 -3.81239 1.70374
S 3.04360 -1.73994 1.27128
H -0.92844 -1.25071 1.06363
H 0.42196 -2.23988 0.25990
H -1.22939 -3.07574 0.50296
H -1.82557 0.42388 -0.46211
H -0.12362 0.53885 -1.17305
H -1.63155 0.40956 -2.32417
H -1.08034 -1.84517 -3.37143
H -2.01302 -4.20302 -1.24061
H -2.49576 -4.06530 -3.02195
H 0.08795 -4.39931 -3.68922
H -0.81765 -5.93705 -3.03342
H 0.74437 -4.06419 -1.08996
H 0.21474 -5.61325 0.60595
H 0.62457 -7.06824 -0.51059
H -1.06004 -6.19275 -0.54129
H 1.86503 -6.29838 -2.99885
H 2.73111 -6.02497 -1.40838
H 2.76513 -4.32881 -3.88223
H 2.05839 -3.26041 -2.58824
H 4.88590 -4.87790 -2.47278
H 5.05397 -3.34325 -4.31572
H 4.24115 -1.93731 -3.38302
H 7.51832 -0.65915 -1.90692
H 5.75173 -0.23476 -2.09847
H 7.62137 0.55664 -3.95922
H 7.16097 -1.02849 -4.81258
H 6.06570 -1.86429 -0.22467
H 1.84585 -4.23402 1.10812
H 4.89905 -3.24871 2.48690
C -4.95175 6.92872 -0.91094
C -4.16848 5.93292 -1.48872
C -3.90560 4.75985 -0.78980
C -4.41562 4.58365 0.49531
C -5.18041 5.59105 1.08435
C -5.45695 6.76034 0.37279
C -5.68827 5.43833 2.46862
O -6.36998 6.33038 2.98644
C -5.36542 4.22098 3.21477
C -5.79032 4.09048 4.54310
C -5.50039 2.93576 5.25542
C -4.79119 1.89464 4.64666
C -4.36062 2.02299 3.32180
C -4.63679 3.18307 2.61044
C -4.14599 3.32219 1.22530
O -3.52516 2.41952 0.68960
H -5.16384 7.83983 -1.46041
H -3.76417 6.07032 -2.48595
H -3.29941 3.98521 -1.24702
H -6.06185 7.54242 0.82000
H -6.34344 4.89304 5.02279
H -5.82533 2.84012 6.28607
H -4.56999 0.98537 5.20550
H -3.80652 1.21481 2.85762
C 5.54638 4.22746 -1.57721
O 6.35491 4.85928 -0.72133
H 6.02489 3.64876 -2.38850
H 4.85668 3.46489 -1.15314
H 4.83631 4.85278 -2.15630
Al 1.59177 1.06427 -1.29717
Cl -2.35576 -4.29138 0.41106
O -4.00316 -9.60888 0.20014
P -3.44627 -8.19402 0.38413
O -1.95165 -8.27764 0.70962
O -4.19231 -7.50751 1.53167
O -3.64120 -7.38514 -0.90204
Cs 6.31420 6.30799 0.94690
K -8.56970 5.68127 2.67488
C 5.86013 2.05963 5.19921
C 5.57823 3.50935 5.43233
N 5.35405 4.64629 5.62227
H 6.38950 1.64281 6.05680
H 4.92353 1.51798 5.06051
H 6.47666 1.94089 4.30732
C -11.95588 9.23301 5.38903
Br -13.09256 8.02679 6.39236
Br -10.56669 10.00504 6.49711
Br -11.22349 8.38147 3.80632
H -12.58353 10.05249 5.04632
Cl -2.80422 0.79451 5.58398
```

---

This record from the Open Molecules 2025 dataset describes a molecular structure, C36H44AsF9IN3NiOP at a distorted geometry. The level of theory is ωB97M-V/def2-TZVPD.

Properties
charge = +1
M = 997.24 g mol⁻¹
maximum force = 11.05 eV Å⁻¹
gap between HOMO and LUMO (alpha / beta) = 5.60 / 5.27 eV
HOMO (alpha / beta) = -0.3116 / -0.3371 hartree
2S+1 = 3

XYZ file:
```
97
C36H44AsF9IN3NiOP, DFT ωB97M-V/def2-TZVPD
Ni -0.80719 0.12742 -0.85663
F 0.47721 -2.79758 7.41897
C -0.15269 -1.60268 7.24237
F -1.38359 -1.74198 7.80777
F 0.51821 -0.71008 8.02277
C -0.22769 -1.16628 5.79987
C 0.18081 -2.01128 4.76097
C 0.10031 -1.59038 3.42877
C -0.39129 -0.31708 3.09597
C -0.80349 0.52102 4.14217
C -0.72379 0.10322 5.47557
P -0.44759 0.14492 1.33167
C -1.60639 1.54992 1.29707
C -1.22359 2.88912 1.14897
C -2.17739 3.91482 1.13907
C -3.54259 3.62772 1.27517
C -3.93489 2.29152 1.40867
C -2.97979 1.26962 1.41787
C -4.55809 4.74352 1.25767
F -4.66319 5.33162 0.03427
F -5.81679 4.33952 1.58777
F -4.24959 5.74442 2.12887
C 1.19041 0.87782 1.02217
C 2.08231 1.27332 2.02857
C 3.34011 1.80122 1.71337
C 3.74071 1.95102 0.37947
C 2.85731 1.55762 -0.63243
C 1.60071 1.03022 -0.31363
C 5.11081 2.49352 0.05557
F 6.09951 1.59492 0.31817
F 5.41781 3.60842 0.77577
F 5.26131 2.84372 -1.25243
H 0.56761 -3.00578 4.97967
H 0.43181 -2.27428 2.64807
H -1.18449 1.52042 3.94477
H -1.05079 0.77992 6.26447
H -0.17809 3.16862 1.04447
H -1.84579 4.94642 1.02507
H -4.98839 2.03282 1.50857
H -3.32389 0.24152 1.52757
H 1.82471 1.17732 3.08027
H 4.01111 2.09122 2.52137
H 3.14181 1.65342 -1.67953
H 0.94281 0.73132 -1.12913
C -1.35879 -0.16208 -5.12783
As -1.18919 0.10882 -3.18083
C -0.65049 2.00212 -3.30633
C -3.10259 0.48392 -2.88033
H -1.94689 0.66082 -5.58353
H -1.87089 -1.12738 -5.32103
H -0.34809 -0.18528 -5.58493
H -1.31539 2.55202 -4.00313
H 0.39501 2.06172 -3.67363
H -0.70879 2.46642 -2.30053
H -3.47729 1.21402 -3.62763
H -3.23859 0.90092 -1.86113
H -3.67919 -0.45898 -2.96893
C -0.39679 -3.68118 -4.29663
C 0.65861 -3.30268 -3.24853
C 0.91451 -4.49878 -2.32133
C 1.96441 -2.90908 -3.95253
C 0.16791 -2.15848 -2.44923
N -0.21699 -1.26088 -1.82213
H -0.06359 -4.52788 -4.90743
H -0.60629 -2.84338 -4.97253
H -1.34539 -3.96268 -3.82403
H 1.27991 -5.36558 -2.88353
H -0.00059 -4.80108 -1.79833
H 1.66181 -4.25748 -1.55593
H 2.35561 -3.73678 -4.55483
H 2.73851 -2.62718 -3.22873
H 1.81521 -2.05158 -4.61953
C 3.38971 -2.53118 0.49457
C 1.94691 -2.87098 0.89267
C 1.58311 -4.26608 0.36607
C 1.81641 -2.84838 2.42177
C 1.02771 -1.87048 0.30697
N 0.30671 -1.08568 -0.15243
H 4.09781 -3.25508 0.91337
H 3.67831 -1.53558 0.85237
H 3.51411 -2.53378 -0.59493
H 2.24691 -5.03258 0.78177
H 1.66141 -4.31288 -0.72673
H 0.55371 -4.53618 0.63017
H 2.48591 -3.58008 2.88797
H 0.79291 -3.08238 2.73827
H 2.06491 -1.86088 2.82877
N -0.60179 2.98422 -0.76363
C -1.68119 2.51742 -1.46103
O -1.89529 1.31252 -1.54453
C -2.58959 3.57102 -2.05713
I -1.62879 4.42832 -3.73843
H 0.05271 2.28192 -0.44103
H -0.23689 3.91202 -0.93573
H -2.81569 4.32232 -1.29313
H -3.53459 3.09622 -2.34083
H -1.30739 1.48802 -0.40633
```